[1]
This record from OMol25 describes a molecular structure, C39H63BN6O6S3Zr in a non-equilibrium geometry. The level of theory is ωB97M-V with the def2-TZVPD basis set.

ORCA input file:
```
! wB97M-V def2-TZVPD RIJCOSX def2/J DEFGRID3
* xyz 2 1
Zr -1.162 0.747 0.443
C -3.713 -0.435 -1.931
O -3.466 0.100 -0.616
C -4.547 0.907 -0.153
C -4.421 0.993 1.335
O -3.086 1.384 1.725
C -2.974 2.754 2.207
C -1.734 2.785 3.007
O -0.616 2.415 2.174
C 0.579 2.573 2.966
H -4.023 0.363 -2.606
H -4.494 -1.193 -1.856
H -2.796 -0.878 -2.297
H -5.495 0.429 -0.408
H -4.503 1.888 -0.623
H -5.134 1.706 1.739
H -4.602 0.026 1.797
H -3.825 2.993 2.841
H -2.935 3.421 1.355
H -1.781 2.074 3.834
H -1.578 3.786 3.407
H 0.495 1.993 3.879
H 0.689 3.633 3.189
H 1.423 2.222 2.396
C 1.068 -2.936 4.573
C 2.490 -2.924 4.033
C 3.452 -2.541 5.156
C 2.811 -4.312 3.472
N 2.689 -1.925 2.909
C 3.927 -1.884 2.265
C 3.854 -0.962 1.304
N 2.575 -0.408 1.356
B 2.028 0.566 0.331
N 2.235 0.078 -1.118
C 3.399 0.278 -1.839
C 3.176 -0.155 -3.089
N 1.862 -0.612 -3.143
C 1.311 -0.441 -1.925
S -0.310 -0.825 -1.448
C 1.269 -1.063 -4.468
C 2.308 -1.946 -5.161
C 0.983 0.200 -5.277
C -0.013 -1.873 -4.303
N 2.615 1.952 0.486
C 3.650 2.401 1.295
C 3.648 3.739 1.209
N 2.597 4.116 0.368
C 1.955 3.004 -0.049
S 0.614 2.742 -1.095
C 2.288 5.583 0.162
C 3.564 6.256 -0.343
C 1.850 6.158 1.509
C 1.177 5.786 -0.858
C 1.864 -1.012 2.343
S 0.245 -0.618 2.755
H 1.037 -3.713 5.339
H 0.336 -3.178 3.803
H 0.788 -1.989 5.032
H 3.333 -3.240 5.985
H 3.235 -1.535 5.522
H 4.496 -2.578 4.837
H 2.588 -5.060 4.233
H 3.861 -4.426 3.199
H 2.198 -4.523 2.592
H 4.751 -2.512 2.552
H 4.600 -0.650 0.590
H 0.830 0.677 0.519
H 4.275 0.742 -1.413
H 3.828 -0.160 -3.944
H 3.182 -1.387 -5.498
H 1.852 -2.389 -6.046
H 2.637 -2.754 -4.504
H 1.897 0.770 -5.465
H 0.276 0.840 -4.742
H 0.549 -0.074 -6.241
H 0.118 -2.715 -3.616
H -0.264 -2.271 -5.287
H -0.847 -1.265 -3.961
H 4.301 1.737 1.842
H 4.314 4.456 1.659
H 4.370 6.241 0.393
H 3.346 7.301 -0.568
H 3.916 5.775 -1.257
H 2.627 6.069 2.271
H 0.949 5.648 1.859
H 1.616 7.216 1.390
H 1.439 5.385 -1.839
H 1.037 6.864 -0.952
H 0.234 5.337 -0.545
C -2.962 -6.111 -2.742
C -2.901 -5.090 -1.636
C -4.065 -4.528 -1.112
C -4.024 -3.577 -0.107
C -5.325 -3.006 0.426
C -2.759 -3.150 0.358
C -2.790 -2.004 1.224
O -2.021 -1.036 1.197
C -1.568 -3.774 -0.089
C -0.256 -3.603 0.633
C -1.671 -4.722 -1.087
H -3.969 -6.214 -3.141
H -2.638 -7.091 -2.382
H -2.291 -5.832 -3.557
H -5.028 -4.845 -1.499
H -6.170 -3.402 -0.134
H -5.370 -1.916 0.356
H -5.473 -3.279 1.475
H -3.604 -1.939 1.953
H -0.244 -4.300 1.478
H -0.103 -2.604 1.029
H 0.581 -3.857 -0.018
H -0.769 -5.227 -1.425
C -2.280 2.859 -3.323
O -1.854 1.863 -2.364
C -1.968 2.175 -1.050
O -2.531 3.190 -0.704
H -1.627 2.740 -4.183
H -3.314 2.676 -3.614
H -2.194 3.859 -2.914
*
```

Its gap between HOMO and LUMO is 0.256 hartree. The value obtained for the HOMO energy is -12.3709 eV. The calculation puts the total energy at -3570.07460 a.u. The molar mass comes out at 910.2 g/mol. The lowest unoccupied orbital energy comes out at -5.397 eV.

[2]
This record from OMol25 describes a molecular structure, C39H63BN8RuSe in a non-equilibrium geometry. The level of theory is ωB97M-V with the def2-TZVPD basis set.

ORCA input file:
```
! wB97M-V def2-TZVPD RIJCOSX def2/J DEFGRID3
* xyz 1 2
Ru -0.925 -0.856 -0.061
C -1.123 -4.359 0.336
C -0.158 -4.401 1.520
C -0.883 -4.391 2.867
C 0.853 -3.297 1.462
C 2.105 -3.307 2.075
C 2.767 -2.180 1.619
C 4.106 -1.758 2.138
C 5.262 -2.030 1.172
C 4.073 -0.298 2.581
N 1.935 -1.531 0.765
N 0.760 -2.195 0.722
B 2.321 -0.624 -0.452
N 1.724 0.804 -0.390
N 0.421 0.955 -0.672
C 0.199 2.220 -1.037
C 1.399 2.923 -0.934
C 2.347 1.996 -0.531
C 3.794 2.276 -0.281
C 3.954 3.165 0.958
C 4.427 2.941 -1.505
C -1.130 2.681 -1.558
C -0.959 3.813 -2.573
C -1.882 1.511 -2.196
N 1.740 -1.279 -1.745
N 0.435 -1.608 -1.792
C 0.176 -2.237 -2.936
C 1.359 -2.300 -3.667
C 2.330 -1.673 -2.895
C 3.690 -1.424 -3.479
C 3.598 -0.158 -4.345
C 4.890 -1.345 -2.545
C -1.152 -2.853 -3.269
C -2.338 -2.045 -2.741
C -1.291 -3.051 -4.778
H -1.778 -5.224 0.358
H -0.563 -4.372 -0.595
H -1.739 -3.457 0.351
H 0.413 -5.337 1.459
H -1.365 -3.431 3.018
H -0.177 -4.550 3.679
H -1.632 -5.179 2.901
H 2.495 -4.044 2.748
H 4.277 -2.385 3.022
H 5.265 -1.313 0.359
H 5.186 -3.034 0.758
H 6.208 -1.951 1.702
H 3.873 0.344 1.732
H 5.026 -0.023 3.024
H 3.292 -0.145 3.321
H 3.483 -0.570 -0.517
H 1.571 3.959 -1.136
H 4.314 1.335 -0.095
H 3.528 4.151 0.787
H 5.009 3.283 1.191
H 3.465 2.720 1.822
H 3.957 3.898 -1.715
H 4.316 2.306 -2.381
H 5.487 3.111 -1.330
H -1.728 3.066 -0.721
H -0.381 3.476 -3.429
H -0.454 4.664 -2.124
H -1.934 4.143 -2.926
H -1.372 1.187 -3.101
H -2.898 1.802 -2.449
H -1.919 0.654 -1.492
H 1.513 -2.734 -4.634
H 3.862 -2.271 -4.156
H 3.342 0.705 -3.733
H 2.835 -0.270 -5.113
H 4.551 0.029 -4.831
H 4.922 -0.393 -2.024
H 5.798 -1.431 -3.137
H 4.870 -2.156 -1.823
H -1.172 -3.841 -2.788
H -2.435 -1.112 -3.297
H -2.215 -1.822 -1.656
H -3.254 -2.618 -2.867
H -1.188 -2.100 -5.297
H -2.268 -3.467 -5.010
H -0.534 -3.734 -5.153
C -4.725 -2.927 3.555
N -3.593 -2.035 3.425
C -2.889 -1.673 4.639
C -3.081 -1.760 2.274
N -2.647 -1.499 1.229
H -5.510 -2.443 4.139
H -4.427 -3.848 4.066
H -5.111 -3.179 2.570
H -3.567 -1.150 5.316
H -2.049 -1.023 4.399
H -2.517 -2.570 5.142
C -6.070 5.588 1.684
C -4.909 4.649 1.656
C -3.668 4.993 2.183
C -2.601 4.113 2.199
C -1.282 4.572 2.731
C -2.778 2.806 1.687
Se -1.345 1.558 1.876
C -4.016 2.456 1.108
C -4.283 1.118 0.502
C -5.046 3.381 1.104
H -5.766 6.600 1.935
H -6.792 5.251 2.430
H -6.582 5.600 0.723
H -3.526 5.984 2.592
H -1.347 5.602 3.073
H -0.517 4.509 1.957
H -0.959 3.947 3.563
H -3.356 0.587 0.282
H -4.850 1.233 -0.419
H -4.873 0.505 1.184
H -5.991 3.101 0.662
*
```

Its gap between HOMO and LUMO (alpha / beta) is 0.280 / 0.224 hartree. The value obtained for the HOMO energy (alpha / beta) is -10.5838 / -10.5445 eV. The calculation puts the total energy at -4482.91761 a.u. The molar mass comes out at 834.8 g/mol. The expectation value of S² is 1.2205. The lowest unoccupied orbital energy (alpha / beta) comes out at -2.960 / -4.454 eV.

[3]
This record from OMol25 describes a molecular structure, C39H65BClI2N3O22S in a non-equilibrium geometry. The level of theory is ωB97M-V with the def2-TZVPD basis set.

ORCA input file:
```
! wB97M-V def2-TZVPD RIJCOSX def2/J DEFGRID3
* xyz 0 1
C -0.877 -3.366 6.337
C -1.647 -2.454 5.394
C -2.092 -3.098 4.107
O -3.016 -2.670 3.441
O -1.380 -4.198 3.711
C -0.677 -3.967 2.475
C 0.556 -3.093 2.700
N 1.502 -3.200 1.594
C 2.073 -4.540 1.559
C 1.495 -5.466 0.439
C 0.447 -4.796 -0.438
Cl 2.794 -6.165 -0.584
C 2.417 -2.031 1.540
N 3.833 -2.263 1.651
C 4.335 -2.633 2.972
C 4.583 -2.705 0.549
C 6.005 -2.186 0.471
O 4.173 -3.496 -0.283
C 1.963 -1.028 0.417
C 0.677 -0.327 0.866
C -0.633 -1.107 0.803
C -1.754 -0.314 0.127
C -3.106 -0.756 0.687
S -3.366 0.213 2.169
O -3.963 1.458 1.809
O -2.152 0.308 2.925
O -4.405 -0.640 3.013
C 1.779 -1.676 -0.970
C 2.613 -0.966 -2.012
O 2.088 -0.206 -2.825
O 3.955 -1.210 -2.039
O 2.936 -0.001 0.182
C 3.242 0.820 1.282
B 4.816 1.126 1.383
N 5.680 1.363 0.229
O 5.372 1.182 2.633
C 2.516 2.164 1.272
I 1.655 2.598 3.166
C 2.373 2.989 0.235
C 2.950 2.749 -1.130
I 1.252 4.768 0.381
H -1.395 -4.294 6.546
H 0.121 -3.607 5.989
H -0.751 -2.841 7.280
H -2.558 -2.147 5.892
H -1.058 -1.579 5.141
H -1.368 -3.469 1.806
H -0.426 -4.950 2.104
H 0.201 -2.072 2.776
H 0.999 -3.314 3.677
H 3.151 -4.604 1.493
H 1.820 -5.050 2.489
H 1.053 -6.336 0.907
H 0.918 -4.406 -1.328
H -0.254 -5.546 -0.797
H -0.104 -4.030 0.076
H 2.192 -1.457 2.440
H 3.483 -2.840 3.611
H 4.942 -3.530 2.953
H 4.861 -1.802 3.439
H 6.632 -3.038 0.243
H 6.077 -1.416 -0.280
H 6.306 -1.806 1.445
H 0.771 0.034 1.889
H 0.594 0.565 0.251
H -0.549 -2.032 0.242
H -1.017 -1.327 1.786
H -1.631 0.742 0.362
H -1.699 -0.374 -0.955
H -3.128 -1.822 0.883
H -3.894 -0.452 0.009
H -4.028 -1.531 3.101
H 0.771 -1.546 -1.339
H 1.964 -2.741 -0.953
H 4.404 -0.370 -1.891
H 2.976 0.392 2.244
H 5.883 2.345 0.096
H 6.571 0.901 0.372
H 4.692 1.290 3.304
H 2.454 3.414 -1.828
H 2.780 1.746 -1.487
H 3.993 3.029 -1.163
C -4.661 -5.988 -3.246
C -3.687 -4.899 -3.608
C -2.458 -5.359 -4.353
O -1.496 -4.356 -3.980
C -1.859 -3.876 -2.771
O -1.184 -3.158 -2.105
O -3.090 -4.309 -2.427
H -5.407 -5.614 -2.545
H -5.171 -6.353 -4.137
H -4.151 -6.824 -2.763
H -4.200 -4.105 -4.144
H -2.588 -5.377 -5.432
H -2.094 -6.332 -4.014
C -4.443 3.620 0.704
C -3.531 4.817 0.612
C -3.857 5.949 1.555
O -3.346 7.087 0.843
C -3.385 6.792 -0.481
O -3.205 7.578 -1.351
O -3.655 5.478 -0.666
H -4.268 2.945 -0.133
H -4.272 3.073 1.630
H -5.489 3.927 0.661
H -2.490 4.509 0.722
H -3.374 5.859 2.524
H -4.932 6.083 1.695
C -3.267 1.093 -4.841
C -3.316 -0.412 -4.914
C -3.195 -0.997 -6.302
O -3.912 -2.236 -6.165
C -4.830 -2.068 -5.187
O -5.705 -2.838 -4.943
O -4.612 -0.915 -4.519
H -3.561 1.436 -3.850
H -2.261 1.452 -5.051
H -3.958 1.540 -5.557
H -2.573 -0.848 -4.241
H -2.169 -1.182 -6.607
H -3.697 -0.392 -7.059
C 1.716 9.654 -2.195
C 1.924 9.579 -0.704
C 2.802 10.661 -0.120
O 3.349 10.013 1.036
C 3.370 8.679 0.785
O 3.928 7.876 1.453
O 2.667 8.398 -0.341
H 1.251 8.740 -2.561
H 1.076 10.499 -2.450
H 2.669 9.765 -2.715
H 0.960 9.534 -0.191
H 2.254 11.555 0.167
H 3.625 10.936 -0.784
*
```

Its gap between HOMO and LUMO is 0.322 hartree. The value obtained for the HOMO energy is -8.7098 eV. The calculation puts the total energy at -4823.33397 a.u. The molar mass comes out at 1260.1 g/mol. The lowest unoccupied orbital energy comes out at 0.048 eV.